{"formula": "C44H102N2O22", "method": "ωB97M-V with the def2-TZVPD basis set", "species": ["C", "N", "O", "O", "H", "H", "H", "C", "N", "O", "O", "H", "H", "H", "C", "O", "C", "C", "O", "C", "H", "H", "H", "H", "H", "H", "H", "H", "H", "H", "C", "O", "C", "C", "O", "C", "H", "H", "H", "H", "H", "H", "H", "H", "H", "H", "C", "O", "C", "C", "O", "C", "H", "H", "H", "H", "H", "H", "H", "H", "H", "H", "C", "O", "C", "C", "O", "C", "H", "H", "H", "H", "H", "H", "H", "H", "H", "H", "C", "O", "C", "C", "O", "C", "H", "H", "H", "H", "H", "H", "H", "H", "H", "H", "C", "O", "C", "C", "O", "C", "H", "H", "H", "H", "H", "H", "H", "H", "H", "H", "C", "O", "C", "C", "O", "C", "H", "H", "H", "H", "H", "H", "H", "H", "H", "H", "C", "O", "C", "C", "O", "C", "H", "H", "H", "H", "H", "H", "H", "H", "H", "H", "C", "O", "C", "C", "O", "C", "H", "H", "H", "H", "H", "H", "H", "H", "H", "H", "C", "C", "C", "C", "C", "C", "H", "H", "H", "H", "H", "H"], "positions_angstrom": [[3.011532, -0.903129, 2.431610], [3.562987, -1.400224, 3.714587], [3.650532, -0.622274, 4.641891], [4.070970, -2.498794, 3.660036], [3.564593, 0.011297, 2.235344], [1.930335, -0.816350, 2.352449], [3.288122, -1.628080, 1.667643], [-3.811313, 4.479572, 3.993928], [-3.424384, 3.491379, 2.936501], [-4.314895, 2.738692, 2.609301], [-2.272985, 3.490110, 2.590214], [-4.511789, 5.236782, 3.652109], [-2.957704, 5.000622, 4.425272], [-4.253961, 3.973452, 4.851486], [-0.992530, 2.227878, -5.993774], [-1.161440, 3.219678, -4.993126], [-0.000380, 3.551673, -4.283463], [-0.102933, 3.407168, -2.773136], [-1.254115, 4.066487, -2.263900], [-1.173901, 4.129011, -0.856303], [-0.114624, 2.465257, -6.604263], [-1.869306, 2.275970, -6.633530], [-0.836903, 1.248347, -5.538921], [0.191485, 4.611695, -4.486472], [0.896680, 2.983650, -4.554092], [0.797900, 3.861237, -2.341093], [-0.141295, 2.350181, -2.483055], [-0.632755, 3.369453, -0.294279], [-2.181460, 4.171325, -0.429240], [-0.818825, 5.133909, -0.586332], [-3.994154, -4.799586, 2.005595], [-3.925989, -3.795680, 1.028284], [-5.134070, -3.679570, 0.301617], [-5.038970, -2.638269, -0.776494], [-5.287843, -1.302465, -0.379697], [-4.420208, -0.813969, 0.623781], [-4.369390, -5.757030, 1.632491], [-4.640991, -4.492710, 2.839009], [-3.006686, -4.917250, 2.452068], [-5.942235, -3.456165, 1.010081], [-5.390624, -4.624683, -0.195153], [-5.691981, -2.864094, -1.619769], [-4.032182, -2.652214, -1.220170], [-3.380911, -1.149275, 0.529465], [-4.761070, -1.139000, 1.609545], [-4.387663, 0.273516, 0.578365], [3.870628, 2.634426, -3.968622], [3.266176, 1.389337, -4.202789], [4.080452, 0.281003, -3.872594], [3.478343, -1.020986, -4.315800], [2.147968, -1.190708, -3.859016], [1.568567, -2.414168, -4.214630], [3.514890, 3.084170, -3.037815], [3.632554, 3.289656, -4.811040], [4.961910, 2.742573, -3.946830], [4.123706, 0.254250, -2.776071], [5.106728, 0.306860, -4.246936], [4.055511, -1.859277, -3.904051], [3.447603, -1.125645, -5.408461], [1.518653, -2.516177, -5.310088], [0.529416, -2.498300, -3.904027], [2.201058, -3.225766, -3.833358], [6.073171, -2.958169, 0.731135], [6.263325, -4.340560, 0.591536], [5.186860, -5.130684, 1.058219], [3.907403, -5.085857, 0.207375], [3.189611, -3.893142, 0.491673], [1.844387, -3.879675, 0.050297], [6.029989, -2.629949, 1.780105], [5.224648, -2.587314, 0.156930], [7.005981, -2.464376, 0.441802], [4.906059, -4.793493, 2.063562], [5.532894, -6.156617, 1.163832], [3.342789, -5.959072, 0.554245], [4.122135, -5.005990, -0.864068], [1.778710, -3.429684, -0.943605], [1.355015, -3.128326, 0.681348], [1.312200, -4.805085, 0.271271], [6.010327, 1.447041, 1.031268], [5.263487, 2.112514, 0.030837], [5.839955, 3.295148, -0.507632], [6.567597, 4.251072, 0.416343], [7.816253, 3.719523, 0.781355], [8.485828, 4.555969, 1.726034], [5.913990, 1.978737, 1.980592], [7.062166, 1.219373, 0.849525], [5.631253, 0.447638, 1.264486], [4.967396, 3.717497, -1.008688], [6.571569, 2.934234, -1.247257], [5.939033, 4.403939, 1.305988], [6.664370, 5.218800, -0.089021], [8.504402, 5.569411, 1.316999], [9.482314, 4.134152, 1.794336], [7.978224, 4.602331, 2.691046], [-1.422536, -4.240163, -1.557700], [-1.071174, -5.566837, -1.949944], [-1.746668, -6.539822, -1.186167], [-2.932904, -7.095427, -1.958777], [-3.891720, -6.104148, -2.286559], [-4.765276, -6.519916, -3.304012], [-0.720209, -3.485014, -1.903711], [-1.438845, -4.215989, -0.462438], [-2.439040, -4.090066, -1.930392], [-2.106078, -6.196503, -0.211520], [-1.022189, -7.327641, -0.981424], [-3.414585, -7.922023, -1.421017], [-2.593647, -7.593403, -2.874487], [-4.262763, -6.575329, -4.272213], [-5.563819, -5.773830, -3.308718], [-5.302783, -7.450761, -3.080310], [-5.389469, -0.036247, -7.016910], [-4.831398, -0.929243, -6.102595], [-4.873023, -0.416817, -4.776388], [-4.027529, -1.256190, -3.866732], [-2.662274, -1.343164, -4.282971], [-1.851146, -0.470328, -3.497479], [-5.385969, -0.449733, -8.026529], [-4.835578, 0.905328, -7.088908], [-6.447247, 0.180811, -6.825021], [-5.934177, -0.448300, -4.500797], [-4.530691, 0.624887, -4.773288], [-4.353648, -2.297640, -3.801268], [-4.032177, -0.917113, -2.826819], [-0.807180, -0.552498, -3.811264], [-1.829849, -0.882279, -2.482117], [-2.196193, 0.552092, -3.653293], [-2.457350, -1.685101, 4.369016], [-3.651631, -0.958748, 4.172794], [-3.961948, -0.136143, 5.262265], [-5.381396, 0.424809, 5.061957], [-5.959958, 0.535722, 6.328696], [-7.292292, 0.951999, 6.351067], [-2.343434, -2.421608, 3.575930], [-2.514061, -2.213159, 5.326351], [-1.557528, -1.063023, 4.382059], [-3.296731, 0.715562, 5.459321], [-3.906744, -0.680595, 6.212592], [-5.920538, -0.173985, 4.317250], [-5.319302, 1.390469, 4.541777], [-7.650826, 0.981622, 7.380351], [-7.970327, 0.242396, 5.858626], [-7.412008, 1.943108, 5.898920], [1.580086, 8.301057, 4.405059], [2.522219, 7.368255, 3.915016], [1.928028, 6.169861, 3.504925], [2.875059, 4.987315, 3.518301], [2.176147, 3.782368, 3.712726], [3.043570, 2.671674, 3.644052], [1.255989, 7.879586, 5.362373], [0.690097, 8.422464, 3.776377], [1.960600, 9.311920, 4.520809], [1.601946, 6.269580, 2.458519], [1.032855, 5.949381, 4.100220], [3.581603, 5.105645, 4.355354], [3.469719, 4.974914, 2.596083], [3.515957, 2.547245, 2.659918], [2.390590, 1.805486, 3.710845], [3.860014, 2.654181, 4.367736], [-0.192895, -0.527839, 0.303863], [-0.611257, 0.167193, 1.443882], [0.121314, 1.255255, 1.891698], [1.148517, 1.753316, 1.078834], [1.562870, 1.041580, -0.028036], [0.829848, -0.062036, -0.481833], [-0.770104, -1.404147, 0.025848], [-1.430983, -0.219418, 2.038487], [-0.101309, 1.736639, 2.834584], [1.671356, 2.597344, 1.508214], [2.475436, 1.331677, -0.537250], [1.080409, -0.598677, -1.389957]], "forces_ev_per_angstrom": [[0.29, -0.27, -1.17], [0.58, 0.21, -0.74], [-0.39, -0.14, 0.24], [-0.14, -0.41, 0.69], [-0.48, 0.26, 0.03], [-0.01, 0.38, 0.74], [0.14, -0.13, 0.16], [0.15, 0.75, 1.21], [-0.75, 0.71, 1.63], [0.26, -0.23, -0.64], [0.33, -0.27, -0.65], [-0.08, -0.34, -0.51], [0.34, -0.19, -0.63], [-0.24, -0.44, -0.44], [0.47, 0.52, 0.25], [-0.26, -0.50, -0.03], [0.32, 0.81, 0.61], [-0.59, -0.11, -0.27], [0.57, -0.77, 0.14], [-1.18, 1.69, 0.69], [0.01, -0.07, -0.09], [-0.10, -0.28, 0.09], [-0.19, -0.17, -0.18], [0.16, 0.02, -0.06], [-0.17, -0.15, -0.37], [0.14, -0.10, -0.01], [0.08, -0.05, 0.02], [0.26, -0.31, -0.56], [-0.14, -0.46, -0.32], [0.64, -0.20, 0.11], [-0.09, 0.28, 0.75], [0.25, -0.16, -0.39], [-0.41, -0.33, 0.16], [0.91, 0.77, -0.28], [-0.20, 0.00, -0.25], [0.18, -0.03, 0.40], [0.12, -0.01, -0.22], [-0.20, 0.00, -0.10], [0.11, -0.12, -0.28], [-0.14, 0.14, -0.13], [0.20, -0.17, 0.14], [-0.38, 0.05, 0.28], [0.10, -0.35, 0.21], [-0.07, -0.25, -0.32], [0.05, 0.12, 0.10], [-0.32, 0.01, -0.02], [-0.03, 1.18, -0.30], [0.86, -0.34, -0.76], [-0.64, -0.23, 1.33], [-0.96, -0.85, -0.53], [-0.47, 1.03, 0.73], [0.63, -0.33, -0.96], [-0.18, -0.03, 0.03], [-0.49, 0.06, 0.16], [0.13, -1.06, 0.12], [0.31, -0.09, 0.10], [-0.01, 0.40, -0.25], [0.42, 0.16, -0.12], [0.29, 0.15, -0.06], [0.20, -0.02, 0.01], [0.15, 0.22, 0.55], [-0.36, -0.24, 0.08], [0.86, 0.70, 0.48], [-0.03, -0.51, -0.16], [-0.41, 0.73, 0.09], [0.54, 0.72, 0.38], [-0.19, -0.13, 0.63], [0.18, 1.34, 0.98], [-0.70, -0.40, 0.09], [0.01, 0.09, 0.05], [-0.14, -0.21, -0.66], [-0.09, 0.01, 0.06], [0.17, -0.04, -0.32], [-0.27, -0.06, -0.63], [0.14, -0.99, -0.02], [-0.20, -0.83, -0.41], [-0.03, -0.02, 0.06], [0.11, -0.27, -0.69], [-0.04, -0.49, 0.96], [0.12, -0.59, 0.81], [0.42, -1.04, -0.69], [-0.92, -0.34, 0.33], [-0.03, 0.26, 0.25], [-0.30, -0.18, -0.95], [0.33, 0.22, 0.06], [0.13, 0.71, -0.54], [-0.74, 0.10, -0.57], [0.41, 0.59, -0.05], [-0.04, 0.45, -0.18], [0.07, 0.14, 0.11], [0.12, 0.04, -0.04], [0.32, 0.14, 0.11], [0.12, 0.21, 0.31], [-0.03, -0.26, 0.10], [-0.74, -0.74, 0.40], [0.63, 0.48, 0.33], [-0.48, -0.23, -0.46], [-0.07, -0.77, -0.44], [0.53, -0.16, 0.51], [-0.82, 0.44, 0.26], [0.10, -0.28, -0.40], [-0.09, 0.32, 0.00], [0.12, 0.62, 0.09], [0.13, 0.48, -0.01], [-0.13, -0.31, -0.09], [-0.05, 0.12, 0.44], [0.29, 0.32, -0.21], [-0.05, -0.06, -0.02], [0.19, 0.13, -0.41], [0.45, -0.24, 0.06], [-0.35, 0.26, -0.73], [0.41, -0.16, 0.05], [-0.41, 0.01, -0.65], [0.85, -1.02, 0.39], [0.10, 0.39, -0.01], [0.23, -0.95, -0.53], [0.28, -0.40, 0.16], [0.02, 0.11, 0.29], [0.00, 0.11, 0.37], [0.10, 0.20, 0.59], [0.03, 0.03, 0.05], [-0.38, 0.05, -0.39], [-0.43, 0.42, -0.09], [-0.13, 0.08, -0.44], [-0.35, 0.76, 0.34], [0.12, 0.19, 0.70], [0.00, -0.21, 0.27], [0.53, 0.18, -0.24], [-0.83, 0.41, 0.60], [0.77, 0.19, -0.75], [-0.02, -0.30, 0.39], [-0.66, 0.02, -0.07], [-0.20, 0.08, -0.14], [0.10, -0.09, 0.04], [-0.07, 0.24, -0.01], [0.45, -0.07, -0.68], [-0.35, -0.36, -0.09], [-0.24, -0.55, 0.54], [0.00, 0.26, 0.33], [0.37, 0.16, 0.09], [0.22, 0.03, -0.32], [-0.06, -0.01, -0.03], [-0.67, -0.64, 0.38], [0.74, 0.57, -0.23], [-0.92, -0.32, -0.92], [0.88, 0.41, 0.95], [0.19, 0.16, -0.33], [-0.36, -0.65, -0.70], [-0.28, 0.54, 0.19], [0.09, -0.33, -0.26], [0.67, -0.25, 0.08], [-0.33, 0.17, 0.13], [0.16, -0.15, 0.13], [0.04, 0.15, -0.11], [-0.06, -0.17, -0.05], [0.05, 0.46, -0.15], [0.21, -0.18, 0.54], [-0.27, 0.18, 0.42], [-1.42, 0.17, 0.22], [0.59, -0.48, 0.49], [-0.31, 0.19, -0.84], [0.01, -0.56, 1.42], [0.07, 0.20, -0.73], [0.68, -0.03, 0.30], [0.09, -0.01, -0.18], [-0.03, 0.02, -0.05], [-0.17, 0.14, -0.09], [0.26, 0.10, -0.54], [-0.14, 0.17, -0.21], [0.30, 0.13, 0.00]], "de_lowest_kj_mol": 125.3, "e_homo_ev": -9.11, "fmax_ev_per_a": 2.17}